The following is a quantum chemistry calculation of 6 unconnected molecules or ions with the total composition C56H52F11O3P, from OMol25.

Geometry as XYZ:
```
123
Properties=species:S:1:pos:R:3:forces:R:3
C 2.1003 -3.1084 -5.2281 0.18 0.59 0.32
C 3.1444 -2.1532 -4.3501 -0.52 -0.25 -1.94
P 3.1427 -2.5442 -2.4743 0.30 0.25 0.95
C 2.2534 -4.2177 -2.1047 -0.25 -1.25 0.27
C 2.0885 -1.2483 -1.4895 -2.33 2.87 1.83
C 2.9142 -0.3175 -0.4145 -3.40 0.86 -0.24
C 2.1814 0.8646 0.4874 -2.04 -1.49 -2.31
O 2.9483 1.7246 1.4444 -2.45 -3.44 -1.63
C 2.9300 0.9170 2.6968 0.39 -1.35 0.73
C 3.8903 1.5666 3.8563 -0.25 1.42 -0.20
C 5.0990 2.4447 3.1363 0.27 -1.02 0.03
C 3.0898 2.6341 4.8509 -0.01 -0.63 -0.67
C 1.7308 1.9938 5.5265 -0.02 0.48 0.47
C 1.9804 0.5827 6.3334 -0.63 0.13 -0.41
C 1.1117 3.1511 6.5599 -0.69 -0.47 -0.87
C 0.5503 1.0526 0.2598 1.32 -1.44 -1.26
C -0.2977 0.0909 -0.8144 2.82 0.11 0.30
C 0.4527 -1.0819 -1.7006 1.79 3.22 3.25
C -1.9344 0.4195 -0.9232 -1.81 -4.46 0.05
O -2.7755 -0.6161 -0.9356 4.83 6.77 -0.13
C -2.3363 2.0121 -0.9493 -0.22 3.19 0.73
C -1.4867 2.9686 0.1298 -1.69 1.05 -1.40
C -1.7350 4.5804 0.2976 -2.81 -3.06 -3.50
C -2.9021 5.2462 -0.6703 1.28 -3.81 0.24
C -3.7625 4.2810 -1.7320 1.43 -0.43 1.19
F -4.8083 4.9835 -2.5063 3.32 -2.40 2.33
C -3.5142 2.6745 -1.9378 2.42 1.71 2.74
C -4.2899 1.6572 -2.9397 -0.16 -1.55 1.10
F -3.3782 0.7305 -3.7116 -2.72 3.13 2.58
F -5.1599 0.7800 -2.0691 2.58 2.48 -3.06
C -5.2841 2.3121 -4.0534 -2.23 -0.63 -2.65
F -5.7165 1.1785 -4.9538 1.38 3.91 2.95
F -6.5756 2.8497 -3.4867 4.99 -1.58 -2.00
F -4.5939 3.2825 -4.9387 -2.60 -3.08 3.45
C -0.3052 2.2429 1.0659 0.88 -0.02 3.69
O -0.0783 2.5378 2.3493 -1.46 -1.43 -8.04
H 1.1153 -3.2589 -4.6053 1.86 0.23 -1.41
H 2.6222 -4.1551 -5.3985 -1.27 2.19 0.20
H 1.8472 -2.5644 -6.2521 0.57 -1.40 2.14
H 4.2226 -2.3840 -4.8041 -2.19 0.58 1.40
H 2.9428 -1.0097 -4.5519 0.28 -2.29 0.59
H 2.1396 -4.8998 -3.0695 -0.01 1.62 1.99
H 1.2286 -4.0740 -1.5260 2.07 -0.33 -1.46
H 2.9775 -4.8157 -1.3788 -1.70 1.50 -1.72
H 4.0787 -0.4408 -0.2615 -2.70 0.16 -0.52
H 1.8127 0.7610 3.0092 2.14 0.49 -0.36
H 3.3436 -0.1578 2.3966 -0.71 2.18 0.77
H 4.3278 0.6820 4.5095 -0.86 1.88 -1.49
H 5.4513 1.8124 2.1947 -0.62 1.69 1.86
H 6.0167 2.5529 3.8573 -1.80 -0.25 -1.28
H 4.7531 3.5331 2.8445 0.55 -2.42 0.40
H 3.8850 2.9831 5.6466 -1.72 -0.76 -1.27
H 2.8080 3.6079 4.2245 0.47 -2.16 1.26
H 0.8937 1.7831 4.7181 2.02 0.57 1.44
H 2.7210 -0.1566 5.7706 -1.46 1.71 1.32
H 0.9271 0.0240 6.3499 2.32 1.18 0.31
H 2.3406 0.8397 7.4295 -0.63 -0.83 -2.29
H 0.9731 2.7145 7.6441 0.41 1.04 -2.13
H 1.8028 4.0965 6.5280 -1.39 -1.82 0.33
H 0.0344 3.4553 6.1448 2.38 -0.52 1.07
H -0.1592 -1.7269 -2.4655 1.37 1.42 1.74
H -1.0751 5.1741 1.0600 -1.58 -1.17 -1.70
H -3.0908 6.4044 -0.5751 0.14 -2.77 -0.47
F -10.7906 0.7153 2.0844 -0.23 0.00 0.11
C -9.5802 0.7209 1.5103 1.00 0.00 -0.48
C -8.4519 0.4935 2.2906 -0.06 0.00 0.06
C -7.1918 0.4941 1.6924 -0.34 0.12 -0.35
C -7.0733 0.7331 0.3210 0.10 0.01 0.09
C -8.2114 0.9652 -0.4527 0.06 -0.07 0.40
C -9.4720 0.9535 0.1438 -0.08 0.02 0.04
H -8.5627 0.3180 3.3557 -0.04 0.01 -0.11
H -6.3041 0.3097 2.2923 -0.18 0.03 -0.08
H -6.0899 0.7378 -0.1443 -0.30 -0.03 0.20
H -8.1164 1.1551 -1.5191 -0.03 -0.05 0.18
H -10.3679 1.1232 -0.4442 0.06 -0.01 0.10
F -4.0813 7.2199 1.3871 0.48 0.13 0.03
C -5.4075 7.0331 1.4154 -1.45 -0.21 0.05
C -5.9171 5.7396 1.3850 0.11 0.01 -0.01
C -7.2978 5.5445 1.4197 0.02 0.45 0.00
C -8.1546 6.6466 1.4735 0.07 -0.04 0.00
C -7.6336 7.9412 1.4986 0.17 -0.39 -0.01
C -6.2527 8.1355 1.4752 0.12 0.02 -0.02
H -5.2364 4.8960 1.3348 -0.03 0.08 0.03
H -7.7060 4.5370 1.4042 0.12 0.15 -0.02
H -9.2315 6.4941 1.4960 0.22 0.03 0.00
H -8.3025 8.7975 1.5363 0.16 -0.14 0.01
H -5.8305 9.1345 1.5031 0.00 -0.11 -0.01
F 3.7961 -5.0584 0.4288 -0.24 -0.03 0.32
C 5.1258 -5.1728 0.3128 1.34 -0.10 -0.07
C 5.9103 -4.0254 0.2723 -0.07 0.03 0.04
C 7.2953 -4.1442 0.1568 -0.19 -0.47 0.00
C 7.8798 -5.4102 0.0719 -0.03 0.03 0.00
C 7.0834 -6.5558 0.1083 -0.08 0.44 -0.02
C 5.6997 -6.4369 0.2351 -0.08 0.04 -0.02
H 5.4379 -3.0503 0.3312 -0.01 -0.13 -0.03
H 7.9181 -3.2535 0.1321 -0.15 -0.14 0.00
H 8.9597 -5.5023 -0.0228 -0.22 0.00 0.03
H 7.5403 -7.5400 0.0379 -0.08 0.23 0.00
H 5.0664 -7.3170 0.2740 0.00 0.10 -0.01
F 0.1980 1.4679 -8.1893 0.26 -0.04 0.04
C -1.1148 1.6280 -8.4023 -1.12 0.14 -0.18
C -1.9817 1.6886 -7.3167 0.06 0.00 0.00
C -3.3482 1.8605 -7.5378 0.14 -0.04 -0.39
C -3.8342 1.9590 -8.8439 0.06 -0.01 0.04
C -2.9566 1.8921 -9.9271 0.04 -0.01 0.43
C -1.5891 1.7314 -9.7052 0.09 -0.02 0.01
H -1.5871 1.6017 -6.3096 0.00 0.01 -0.10
H -4.0333 1.9168 -6.6955 0.23 -0.08 -0.28
H -4.9005 2.0886 -9.0160 0.21 -0.03 0.04
H -3.3377 1.9649 -10.9428 0.11 0.00 0.18
H -0.8919 1.6863 -10.5352 -0.03 -0.01 0.11
F 9.3638 -8.2640 2.0787 0.16 0.05 -0.20
C 8.4934 -8.5511 3.0557 -0.74 -0.23 0.83
C 7.1856 -8.8919 2.7286 0.03 -0.03 -0.03
C 6.2804 -9.1960 3.7454 0.41 0.11 0.22
C 6.6908 -9.1451 5.0798 -0.01 0.01 -0.07
C 8.0043 -8.7970 5.3982 -0.21 -0.05 -0.38
C 8.9121 -8.5039 4.3808 0.04 0.03 -0.06
H 6.8826 -8.9181 1.6870 0.07 -0.03 0.16
H 5.2577 -9.4711 3.4998 0.19 0.07 0.01
H 5.9832 -9.3780 5.8727 0.14 0.05 -0.15
H 8.3203 -8.7541 6.4377 -0.02 -0.01 -0.21
H 9.9393 -8.2402 4.6100 -0.10 -0.01 -0.07
```
Forces are in eV/Å.

- SMILES = CCP(C)c1cc(OC[C@@H](C)CC(C)C)c2c(c1)C(=O)c1c(ccc(F)c1C(F)(F)C(F)(F)F)C2=O.Fc1ccccc1.Fc1ccccc1.Fc1ccccc1.Fc1ccccc1.Fc1ccccc1
- HOMO (eV) = -8.3781
- net charge = 0
- energy relative to the best compared isomer or geometry (same formula, charge and spin) (kcal/mol) = 593.0
- gap between HOMO and LUMO (eV) = 6.220
- molecular weight (g/mol) = 1012.98

***

The following is a quantum chemistry calculation of a molecular structure, C35H86F2N7NiO11S2, from OMol25.

Geometry as XYZ:
```
144
Properties=species:S:1:pos:R:3:forces:R:3
Ni -1.9186 -2.1372 -2.1011 -1.59 0.05 -1.85
N -0.6130 -1.2011 -1.1255 -3.64 1.34 -2.60
S 0.5828 -1.4000 -0.2175 4.42 1.67 5.76
O 0.4256 -0.9781 1.2035 -0.10 -0.61 -2.49
O 1.9174 -1.2720 -0.7775 -0.63 -1.41 -0.02
F 0.3591 -2.9823 0.0362 0.08 -0.58 -0.86
S -0.2345 0.4575 -1.3956 4.87 2.17 1.48
O 0.5012 0.7845 -2.6686 -2.26 -0.92 0.78
O -0.1250 1.3763 -0.2515 -0.58 0.44 -0.40
F -1.7419 0.9680 -1.7576 -1.09 -0.82 -0.96
C -2.2446 -1.1918 4.2769 -0.83 -0.49 -0.56
C -1.3393 -0.4626 5.2138 2.41 0.21 -0.31
C -1.8347 1.0359 5.1125 -0.54 -1.14 2.25
C -1.3780 1.9644 6.2457 -0.23 -1.14 -0.10
C -1.8398 1.2500 7.6157 1.18 1.23 -1.65
C -1.2720 -0.1667 7.8163 0.81 -0.47 -0.18
N -1.5727 -1.0160 6.6128 -1.18 1.90 -0.58
O -1.2132 -2.3981 6.7450 0.06 1.15 -0.05
C 0.2467 -0.2147 8.0499 0.52 0.59 0.74
C -2.0372 -0.7025 9.0505 -0.66 -1.05 -0.61
C 0.1846 -0.5918 4.6660 -2.29 0.40 1.09
H -2.5296 -0.5511 3.4424 0.35 0.01 -0.27
H -3.1915 -1.3576 4.7907 -0.09 -0.46 0.07
H -1.8090 -2.1086 3.8796 -0.15 -0.14 0.14
H -1.8275 1.5165 4.1343 0.37 -0.55 -0.08
H -2.8640 0.8138 5.3941 -0.68 0.59 -0.52
H -1.7819 2.9497 6.0128 -0.66 0.04 0.70
H -0.3210 2.1797 6.0891 0.44 -0.45 0.80
H -2.9274 1.1876 7.6522 -0.11 0.00 -0.36
H -1.5713 1.8604 8.4779 0.27 -0.07 0.06
H 0.6307 -1.2337 8.0022 -0.20 -0.05 -0.18
H 0.8586 0.4180 7.4070 -0.36 -0.13 -0.55
H 0.5453 0.1601 9.0289 -0.36 -0.03 0.42
H -2.9522 -1.1551 8.6684 -0.09 -0.27 -0.20
H -1.5208 -1.4976 9.5884 0.18 0.18 0.04
H -2.4645 0.0209 9.7449 0.78 0.44 0.03
H 0.6984 0.1726 5.2490 0.65 -0.18 -0.49
H 0.1320 -0.4051 3.5934 0.34 0.27 0.04
H 0.5911 -1.5934 4.8058 -0.02 0.11 0.25
H -2.1017 -2.7589 6.7891 0.08 -0.47 0.04
C 6.4239 -1.3687 -1.9804 1.75 -0.91 -0.10
C 6.0980 0.0962 -2.1999 -1.78 -0.59 -0.03
C 4.5516 0.1379 -2.0435 -0.96 0.82 -0.91
C 4.0588 1.5494 -2.0001 -0.25 0.98 1.03
C 4.7074 2.1778 -0.7518 -2.51 0.27 -1.58
C 6.1865 2.2853 -0.8469 -1.52 0.92 0.16
N 6.6429 0.9584 -1.1115 0.13 -1.47 -0.55
O 8.0532 0.8770 -1.0706 0.37 0.10 -0.22
C 6.4996 3.4484 -1.8224 1.43 -0.63 -0.35
C 6.5618 2.7355 0.5521 1.07 0.86 0.09
C 6.5184 0.4549 -3.6686 0.45 0.89 1.96
H 5.7471 -2.0774 -2.4577 -0.49 0.44 -0.04
H 6.5622 -1.7162 -0.9566 -0.32 0.45 0.23
H 7.3730 -1.5914 -2.4679 0.36 -0.03 0.05
H 3.9581 -0.2863 -2.8535 0.79 -0.70 -0.58
H 4.1063 -0.3647 -1.1849 0.78 -0.17 0.36
H 2.9743 1.6179 -1.9142 -0.13 -0.38 0.26
H 4.2330 2.1278 -2.9074 0.54 -0.03 -0.13
H 4.3624 1.5710 0.0854 0.23 0.08 0.25
H 4.2892 3.1811 -0.6704 0.05 0.15 0.43
H 6.2535 4.3956 -1.3425 -0.29 -0.02 -0.33
H 7.5614 3.4847 -2.0661 0.44 0.00 0.54
H 6.1238 3.3329 -2.8390 -0.88 0.14 0.33
H 6.0186 3.6281 0.8623 -0.20 0.22 -0.52
H 6.3138 2.0572 1.3685 0.58 -0.57 -0.32
H 7.5960 3.0650 0.4530 0.38 -0.32 0.94
H 6.1155 -0.2601 -4.3860 -0.04 0.33 0.00
H 7.6079 0.4876 -3.6789 0.14 -0.45 -0.23
H 6.2596 1.5061 -3.7960 -0.51 -0.23 -0.74
H 8.1938 0.6231 -0.1555 0.31 -0.15 0.05
C -2.5414 2.7892 1.5548 1.27 -0.45 0.88
O -2.3537 1.3466 1.6015 -1.26 0.83 -0.44
H -2.6790 3.3094 0.6068 -0.08 -0.93 -0.63
H -3.3622 3.1032 2.1995 0.02 -0.20 0.22
H -1.5868 3.1711 1.9167 -0.28 0.63 0.27
H -1.4639 1.1983 1.9299 0.22 -0.15 -0.47
C -4.9020 -0.8961 0.5618 -0.19 -0.14 0.98
C -3.5934 -1.3643 0.0097 -1.64 -2.48 -0.23
C -3.5388 -2.8970 0.1819 -0.71 1.30 -0.28
O -2.4526 -3.3683 -0.5901 -1.76 0.38 1.17
C -2.1081 -4.6381 -0.2404 3.38 -2.01 0.89
N -3.6446 -1.1269 -1.4303 0.70 1.77 -0.60
H -4.9812 0.1742 0.3709 -0.15 0.11 0.90
H -4.9598 -1.2823 1.5795 -0.07 1.13 0.56
H -5.7894 -1.3620 0.1334 0.19 -0.24 -0.73
H -2.7100 -0.8845 0.4310 -0.14 0.14 -0.01
H -4.4437 -3.3595 -0.2124 -0.44 0.13 -0.50
H -3.6285 -3.1871 1.2288 1.23 -0.09 0.25
H -1.4327 -5.0337 -0.9990 -0.04 0.04 -0.16
H -2.7808 -5.4569 0.0148 -1.26 0.68 -0.37
H -1.4658 -4.5234 0.6327 0.12 -0.38 0.30
H -3.7569 -0.1233 -1.4120 1.41 0.93 -0.58
H -4.5536 -1.2388 -1.8562 -0.54 -1.50 0.24
C -0.3753 5.5992 -0.6908 -0.45 -1.27 -1.45
C -0.1975 5.5497 0.7854 -0.02 1.43 -0.41
C 0.8005 4.4799 1.2343 0.01 -0.01 -1.45
O 0.9304 4.5280 2.5906 -0.06 0.06 2.71
C 1.5454 3.3687 3.0888 0.13 -0.47 0.66
N 0.3132 6.8714 1.0594 1.45 0.47 0.95
H 0.5335 5.9547 -1.1764 0.32 -0.66 0.01
H -1.1166 6.2726 -1.1210 -0.44 0.30 0.77
H -0.7089 4.6079 -0.9976 0.42 -0.16 -0.63
H -1.1743 5.5414 1.2689 -0.17 -1.24 0.25
H 1.7994 4.6440 0.8302 0.11 0.57 -0.71
H 0.5890 3.4580 0.9194 -0.79 -0.10 -0.33
H 2.5768 3.2310 2.7642 0.07 0.04 -0.65
H 0.9486 2.4890 2.8479 0.08 -0.25 -0.34
H 1.6469 3.3540 4.1739 -0.43 0.65 0.14
H -0.2201 7.5959 0.6002 -0.08 -0.01 0.43
H 0.4406 7.0005 2.0530 -0.14 0.51 -0.01
C -3.6159 -5.0174 -4.9221 -0.77 -0.40 -0.42
C -2.8594 -4.7310 -3.6175 0.62 1.12 -0.68
C -1.4066 -4.4481 -3.8914 0.73 -0.06 -1.48
O -0.7468 -3.5543 -2.9595 -0.94 -1.62 -1.30
C 0.6114 -3.5324 -3.2707 2.53 0.38 0.19
N -3.3687 -3.4683 -3.0661 -1.19 -0.02 -0.23
H -4.6636 -5.2414 -4.7216 0.03 -0.79 0.35
H -3.1983 -5.7478 -5.6150 0.10 -0.50 0.52
H -3.7959 -4.1768 -5.5924 0.86 0.77 0.45
H -2.9108 -5.5100 -2.8570 -0.45 -0.04 -0.13
H -1.3112 -4.0054 -4.8829 -0.27 0.62 -0.12
H -0.8647 -5.3735 -4.0866 0.35 -0.26 0.92
H 1.1017 -4.3232 -2.7030 0.26 0.26 0.16
H 1.0842 -2.5607 -3.1280 -0.39 0.14 1.18
H 0.9460 -3.6502 -4.3014 -1.12 -0.63 -0.65
H -4.2652 -3.7133 -2.6709 -0.16 0.12 0.96
H -3.7124 -2.9216 -3.8427 0.42 0.41 -0.66
C -2.7004 1.1210 -4.8070 -2.02 0.48 0.62
C -2.6185 -0.3916 -4.9932 0.96 0.16 -0.84
C -2.4175 -0.8282 -6.4841 -0.58 -0.37 1.47
O -2.4755 -2.2571 -6.3861 -0.56 -0.74 -0.96
C -2.1744 -2.9894 -7.6185 1.18 1.57 0.90
N -1.5487 -0.9841 -4.0999 -1.36 -0.07 -0.46
H -3.7516 1.4022 -4.8707 -0.48 -0.11 -1.14
H -2.1856 1.8289 -5.4566 0.54 -0.51 0.14
H -2.7146 1.4403 -3.7649 1.49 -0.31 0.21
H -3.6116 -0.8049 -4.8170 0.07 -0.23 0.81
H -1.4916 -0.4055 -6.8741 0.28 -0.37 -0.24
H -3.2741 -0.5235 -7.0853 0.07 0.45 -0.10
H -2.3557 -4.0604 -7.5278 0.09 0.23 0.44
H -1.1222 -2.7123 -7.6830 0.36 -0.93 -0.84
H -2.6443 -2.6374 -8.5368 -0.53 0.33 0.27
H -1.0831 -1.7294 -4.5977 0.01 -0.19 -0.25
H -0.8548 -0.2633 -3.9620 0.49 0.41 0.47
```
Forces are in eV/Å.

- HOMO (alpha / beta) (eV) = -4.0409 / -7.5561
- multiplicity = 4
- net charge = 0
- gap between HOMO and LUMO (alpha / beta) (eV) = 3.507 / 7.016
- molecular weight (g/mol) = 941.93

***

The following is a quantum chemistry calculation of a single C4H5NO molecule, from OMol25.

Geometry as XYZ:
```
11
Properties=species:S:1:pos:R:3:forces:R:3
C 0.2495 -1.3179 -1.3479 -0.01 0.02 -0.30
C 0.4598 -0.2890 -0.3201 0.31 -0.14 0.23
N 1.2585 -0.0410 0.5986 -0.92 -0.66 0.30
O 0.5995 2.4761 1.2271 -0.52 0.09 -0.22
C -0.3763 1.7739 1.1232 0.27 0.31 -0.16
C -0.2952 0.3462 0.7357 0.13 0.25 0.33
H 1.1998 -1.7065 -1.7145 -0.10 0.08 -0.05
H -0.2743 -2.1210 -0.8096 0.06 0.10 -0.26
H -0.3884 -0.9719 -2.1559 0.04 -0.03 -0.11
H -1.3764 2.1345 1.4373 0.04 -0.04 -0.08
H -1.0564 -0.2834 1.2260 0.70 0.03 0.33
```
Forces are in eV/Å.

- SMILES = CC1=N[C@H]1C=O
- HOMO (eV) = -9.7027
- net charge = 0
- energy relative to the best compared isomer or geometry (same formula, charge and spin) (kcal/mol) = 62.0
- gap between HOMO and LUMO (eV) = 10.356
- molecular weight (g/mol) = 83.09